(1)
The following is a quantum chemistry calculation of a 3-piece molecular cluster, C3H15N3O2 overall, from OMol25.

Geometry (Å):
N1 1.471 2.581 -0.395
C1 0.020 2.284 -0.293
C2 -0.153 0.910 0.467
N2 -0.633 -0.172 -0.445
C3 -0.527 -1.492 0.071
N3 0.795 -2.088 -0.123
H1 1.928 1.919 -1.014
H2 1.999 2.708 0.404
H3 -0.421 2.316 -1.347
H4 -0.518 3.038 0.404
H5 0.867 0.718 0.879
H6 -0.767 0.974 1.336
H7 -0.233 -0.093 -1.389
H8 -1.293 -2.008 -0.422
H9 -0.864 -1.592 1.162
H10 1.573 -1.911 0.400
H11 0.828 -3.035 -0.427
O1 2.600 0.196 -1.551
H12 2.968 -0.170 -2.439
H13 1.927 -0.415 -1.227
O2 -3.521 -1.431 1.976
H14 -4.153 -1.477 1.206
H15 -3.892 -1.760 2.767

Properties
electronic energy = -437.985193 Ha
HOMO level = -8.2 eV
energy relative to the best compared isomer or geometry (same formula, charge and spin) = 26.5 kcal per mole
orbital gap = 0.32817 Eh
strongest force on any atom = 3.63 eV/Å
SMILES string = NCCNCN.O.O

(2)
The following is a quantum chemistry calculation of C3H15N5 as an isolated structure, from OMol25.

Geometry (Å):
C1 -0.409 -1.256 1.064
C2 0.881 -0.460 -1.431
C3 -0.360 -0.753 -2.274
N1 0.301 -0.555 1.891
N2 -0.303 -2.577 0.818
H1 -1.166 -0.738 0.493
H2 -0.775 -2.948 0.008
H3 1.035 -1.055 2.382
H4 0.601 0.648 1.349
H5 0.527 -3.069 1.113
H6 1.351 -1.393 -1.100
H7 1.637 0.007 -2.072
H8 -0.767 0.168 -2.696
H9 -1.167 -1.203 -1.681
H10 -0.176 -1.434 -3.113
N3 -0.275 2.459 0.198
N4 0.821 1.584 0.503
N5 -1.216 2.645 1.246
H11 -0.781 2.018 -0.567
H12 -1.348 1.794 1.795
H13 -0.857 3.365 1.866
H14 1.635 2.160 0.698
H15 0.809 0.593 -0.491

Properties
electronic energy = -396.914604 Ha
HOMO level = -7.2 eV
energy relative to the best compared isomer or geometry (same formula, charge and spin) = 59.9 kcal per mole
orbital gap = 0.28861 Eh
strongest force on any atom = 2.82 eV/Å

(3)
The following is a quantum chemistry calculation of one molecule with the formula C3H15N6OP, from OMol25.

Geometry (Å):
C1 -1.902 -1.332 -0.523
N1 -0.715 -1.065 -1.210
N2 0.015 -2.220 -1.716
P1 0.327 0.197 -0.714
O1 1.549 0.233 -1.496
N3 0.903 -0.295 1.279
C2 2.287 0.186 1.378
N4 0.906 -1.720 1.344
N5 -0.505 1.625 -0.467
C3 -1.132 2.002 0.795
N6 -0.773 2.544 -1.523
H1 -1.784 -1.839 0.520
H2 -2.559 -0.488 -0.388
H3 -2.616 -2.079 -1.034
H4 0.459 -1.743 -2.516
H5 0.722 -2.501 -1.008
H6 2.695 0.762 0.519
H7 2.263 1.046 2.028
H8 2.918 -0.675 1.747
H9 0.493 -1.876 2.290
H10 1.805 -2.069 1.206
H11 -2.062 2.529 0.639
H12 -1.316 1.150 1.474
H13 -0.581 2.740 1.464
H14 -1.468 2.079 -2.141
H15 0.069 2.807 -1.945

Properties
electronic energy = -868.313369 Ha
HOMO level = -8.0 eV
orbital gap = 0.32799 Eh
strongest force on any atom = 4.61 eV/Å
SMILES string = CN(N)P(=O)(N(C)N)N(C)N

(4)
The following is a quantum chemistry calculation of a 4-piece molecular cluster, C3H15NO4 overall, from OMol25.

Geometry (Å):
C1 0.272 1.604 -2.126
N1 0.766 0.856 -0.952
C2 0.143 1.238 0.332
C3 1.029 0.877 1.508
O1 1.099 -0.545 1.605
H1 -0.461 2.332 -1.805
H2 -0.239 0.915 -2.799
H3 1.096 2.058 -2.660
H4 1.765 1.056 -0.864
H5 -0.158 2.281 0.342
H6 -0.804 0.687 0.436
H7 2.042 1.277 1.423
H8 0.543 1.211 2.422
H9 1.428 -0.869 0.751
O2 1.341 -2.032 -0.759
H10 1.067 -1.214 -1.207
H11 1.793 -2.586 -1.402
O3 -1.317 -1.755 2.687
H12 -0.598 -2.362 2.892
H13 -0.879 -1.175 2.050
O4 -3.410 -0.936 -0.584
H14 -3.212 -1.543 0.141
H15 -3.306 -1.375 -1.433

Properties
electronic energy = -478.990671 Ha
HOMO level = -9.6 eV
energy relative to the best compared isomer or geometry (same formula, charge and spin) = 23.9 kcal per mole
orbital gap = 0.37516 Eh
strongest force on any atom = 1.06 eV/Å
SMILES string = CNCCO.O.O.O

(5)
The following is a quantum chemistry calculation of a 4-piece molecular cluster, C3H16NO3 overall, from OMol25.

Geometry (Å):
C1 -1.118 -0.122 -2.779
C2 -0.425 -1.003 -1.687
N1 -0.062 -0.097 -0.464
C3 0.573 -0.887 0.586
H1 -0.370 0.618 -3.168
H2 -1.418 -0.583 -3.666
H3 -1.858 0.537 -2.263
H4 -1.077 -1.742 -1.246
H5 0.476 -1.559 -2.104
H6 -1.016 0.314 -0.045
H7 0.505 0.703 -0.814
H8 0.130 -1.734 0.880
H9 0.727 -0.314 1.614
H10 1.530 -1.125 0.194
H11 -0.316 0.442 2.463
H12 -1.250 1.639 2.388
O1 -0.743 1.013 1.849
H13 1.539 2.720 -0.280
H14 2.065 2.446 -1.826
O2 1.636 2.204 -1.001
H15 0.664 -0.720 4.186
H16 -0.359 -1.774 3.706
O3 0.165 -0.978 3.477

Properties
electronic energy = -404.094320 Ha
net charge = +1
HOMO level = -15.4 eV
energy relative to the best compared isomer or geometry (same formula, charge and spin) = 43.8 kcal per mole
orbital gap = 0.46906 Eh
strongest force on any atom = 5.86 eV/Å

(6)
The following is a quantum chemistry calculation of a 5-piece molecular cluster, C3H16NO3S overall, from OMol25.

Geometry (Å):
C1 -0.622 0.601 2.096
C2 0.510 -0.214 1.279
C3 0.467 -1.743 1.276
S1 -0.245 1.923 -1.218
N1 -1.897 0.470 1.479
H1 -0.724 0.214 3.209
H2 -0.157 1.600 2.109
H3 1.547 0.141 1.745
H4 0.413 0.082 0.228
H5 -0.478 -2.128 0.738
H6 0.616 -2.244 2.323
H7 -0.528 2.732 -2.265
H8 -1.913 1.149 0.689
H9 -2.822 0.551 1.965
H10 1.337 -2.263 0.625
H11 1.449 1.964 -0.286
H12 3.016 2.163 0.017
O1 2.212 1.677 0.348
H13 -1.132 0.440 -3.183
H14 -1.649 -0.731 -4.104
O2 -1.019 -0.522 -3.402
H15 1.290 -1.863 -2.036
H16 -0.195 -1.730 -1.989
O3 0.527 -2.270 -1.644

Properties
electronic energy = -802.042350 Ha
net charge = +1
HOMO level = -13.9 eV
energy relative to the best compared isomer or geometry (same formula, charge and spin) = 193.6 kcal per mole
orbital gap = 0.14792 Eh
strongest force on any atom = 3.82 eV/Å

(7)
The following is a quantum chemistry calculation of a 5-piece molecular cluster, C3H16NO4 overall, from OMol25.

Geometry (Å):
C1 2.113 0.225 0.479
C2 0.951 -0.713 0.119
C3 -0.933 -0.199 1.668
N1 -0.026 -0.996 1.112
H1 2.444 0.185 1.510
H2 3.029 -0.185 -0.056
H3 1.974 1.391 0.387
H4 0.599 -0.367 -0.908
H5 1.681 -1.618 -0.146
H6 -1.573 -0.408 2.490
H7 -1.163 0.804 1.148
H8 0.121 -2.103 1.553
H9 0.990 -3.896 0.176
H10 0.601 -3.987 -1.390
O1 0.427 -3.609 -0.593
H11 -2.624 2.937 2.170
H12 -3.762 1.783 1.782
O2 -2.822 1.975 1.924
H13 1.897 1.021 -2.432
H14 2.034 0.701 -3.836
O3 1.363 1.055 -3.192
H15 -2.146 2.452 -0.774
H16 -2.953 1.894 -1.868
O4 -2.221 1.658 -1.320

Properties
electronic energy = -479.262085 Ha
net charge = +1
HOMO level = -14.2 eV
energy relative to the best compared isomer or geometry (same formula, charge and spin) = 86.5 kcal per mole
orbital gap = 0.35047 Eh
strongest force on any atom = 5.79 eV/Å

(8)
The following is a quantum chemistry calculation of a 4-piece molecular cluster, C3H16NO4 overall, from OMol25.

Geometry (Å):
C1 0.903 -0.582 -0.798
C2 1.330 -1.285 0.505
C3 0.301 -2.416 0.796
O1 -0.236 -2.955 -0.421
N1 0.763 0.872 -0.568
H1 0.018 -1.004 -1.238
H2 1.564 -0.794 -1.640
H3 2.278 -1.797 0.344
H4 1.560 -0.580 1.304
H5 0.695 -3.292 1.300
H6 -0.551 -2.031 1.356
H7 0.352 -3.625 -0.781
H8 0.364 1.084 0.351
H9 0.165 1.304 -1.268
H10 1.588 1.469 -0.492
H11 -0.980 3.091 -1.870
H12 -0.762 4.087 -0.750
O2 -0.315 3.381 -1.233
H13 -2.608 0.005 -1.260
H14 -2.211 0.653 -2.534
O3 -1.958 0.636 -1.600
H15 -1.186 0.608 3.337
H16 -0.629 1.956 3.874
O4 -0.444 1.217 3.287

Properties
electronic energy = -479.365059 Ha
net charge = +1
HOMO level = -14.1 eV
energy relative to the best compared isomer or geometry (same formula, charge and spin) = 21.9 kcal per mole
orbital gap = 0.40981 Eh
strongest force on any atom = 1.62 eV/Å

(9)
The following is a quantum chemistry calculation of a 5-piece molecular cluster, C3H16O4S overall, from OMol25.

Geometry (Å):
C1 1.165 1.556 0.642
C2 0.647 1.719 -0.792
S1 2.152 1.740 -1.917
C3 1.387 2.366 -3.420
H1 0.699 2.232 1.405
H2 2.250 1.711 0.652
H3 0.938 0.459 0.874
H4 0.222 2.659 -0.758
H5 -0.052 0.984 -1.021
H6 0.484 2.709 -3.256
H7 2.137 3.003 -4.109
H8 1.217 1.568 -4.059
O1 -2.441 -3.282 0.973
H9 -1.470 -3.290 0.618
H10 -2.927 -3.038 0.183
O2 -2.967 -0.334 1.448
H11 -3.794 -0.246 1.874
H12 -2.649 -1.268 1.629
O3 0.406 -3.149 -0.169
H13 0.934 -3.822 0.288
H14 0.720 -2.955 -1.003
O4 0.101 -0.404 3.590
H15 0.846 0.186 3.328
H16 -0.004 -1.103 2.999

Properties
electronic energy = -822.976478 Ha
HOMO level = -8.5 eV
energy relative to the best compared isomer or geometry (same formula, charge and spin) = 53.0 kcal per mole
orbital gap = 0.32236 Eh
strongest force on any atom = 6.46 eV/Å
SMILES string = CCSC.O.O.O.O

Question: What is the strongest force on any atom in the seventh record?
Answer: 5.79 eV/Å

Question: The highest orbital gap belongs to which entry?
Answer: C3H16NO3

Question: The highest HOMO level belongs to which entry?
Answer: C3H15N5

Question: Which of these has the lowest electronic energy?
Answer: C3H15N6OP